A single C7H13N molecule in a non-equilibrium geometry. Source: the OMol25 dataset; level of theory: the ωB97M-V functional and the def2-TZVPD basis.

Results
Max |F|, hartree/bohr: 0.065
Highest occupied orbital energy, eV: -7.3
2S+1: 1
Energy above the lowest of the compared OMol25 structures with the same formula, charge and spin, kcal/mol: 135.63
Kohn-Sham gap, eV: 6.441
LUMO energy, eV: -0.8

```
21
Properties=species:S:1:pos:R:3:nbo_charge:R:1
N -0.5051 -1.5925 1.4435 -0.694
H 0.7797 -1.8090 0.7886 0.405
H 3.4297 1.8371 -0.2381 0.206
C 1.5194 1.3051 0.0800 -0.234
C -1.3454 -1.0524 -1.5334 -0.610
H -2.8249 0.2517 -0.7809 0.203
H -2.1296 -1.8003 -1.6547 0.214
H -1.0906 -0.8912 -2.6070 0.200
H -1.0055 1.9767 0.3188 0.213
H -1.7176 1.0827 -1.7833 0.199
H 1.3783 2.3970 0.0692 0.209
H 3.2505 0.0663 0.5000 0.195
C 0.4364 0.4655 0.3994 0.015
H -1.5772 0.4553 1.1018 0.238
C -1.7290 0.3371 -0.9812 -0.387
H 1.3163 -0.5543 2.0208 0.246
C -1.0010 0.8511 0.2869 -0.439
C 0.6465 -0.7228 1.1619 -0.337
H -0.1885 -2.2548 2.1555 0.330
H -0.5113 -1.3790 -0.9502 0.209
C 2.8688 1.0307 0.2025 -0.379
```